Record 1
Here is a cluster of 2 separate species, C9H11NOS2 in total from the OMol25 dataset. Energies are from ωB97M-V/def2-TZVPD.

Last column: Mulliken charge in e.
Positions of all 24 atoms, in Å:
H -1.141 1.018 -0.673  0.08
H -2.785 -1.227 0.054  0.27
C 2.447 1.487 -0.552  -0.43
H 0.623 -1.964 2.435  0.24
C 1.386 -0.646 -0.511  0.71
C -1.965 0.329 -0.905  -0.02
H -1.828 -0.243 -1.804  0.34
C 1.972 0.367 -1.222  -0.31
C 1.412 -0.657 0.898  -0.17
O -1.962 -0.643 0.173  -0.51
C 0.469 -2.835 0.563  0.17
H -2.760 2.249 -0.786  0.28
H 2.030 0.400 2.617  0.45
S -0.251 -4.255 0.927  -0.33
S 0.615 -2.106 -1.075  -0.12
N 0.825 -1.885 1.418  -0.05
H 2.832 2.345 1.383  0.32
H 1.860 0.388 -2.240  0.49
C 2.028 0.397 1.587  -0.98
H -4.015 1.105 -1.521  0.35
C 2.483 1.455 0.835  -0.29
C -3.279 1.241 -0.818  -1.04
H 2.708 2.506 -1.023  0.26
H -3.704 1.174 0.239  0.28

Output
Molar mass, Da: 213.33
SMILES: S=c1[nH]c2ccccc2s1.CCO
LUMO level, hartree: 0.0186
Energy above the lowest of the compared OMol25 structures with the same formula, charge and spin, eV: 1.3285

=====

Record 2
Here is a structure of composition C16H20N2O3S from the OMol25 dataset. Energies are from ωB97M-V/def2-TZVPD.

Last column: Mulliken charge in e.
Positions of all 42 atoms, in Å:
O -2.803 1.859 1.114  -0.61
C -4.649 -1.007 -0.616  -0.60
C -2.660 -1.063 1.335  -0.88
C 4.127 0.880 1.835  -1.25
H -4.882 0.045 -0.897  0.34
H 4.050 -3.040 -0.556  0.74
C 2.087 2.260 -0.497  -0.11
H 0.102 -0.399 0.088  0.54
H -0.853 3.651 -0.646  0.22
C 1.690 0.721 -0.025  -0.20
N 2.660 -0.273 -0.032  0.27
C 3.832 -2.135 -0.455  -0.87
C -3.053 -1.063 -0.921  -0.59
S -2.333 1.242 -0.026  1.18
N -2.215 -0.293 -0.052  -0.19
H 4.462 0.537 2.847  0.34
O -2.791 1.488 -1.364  -0.69
H 2.170 -2.099 -2.579  0.63
H -2.850 -0.616 -2.071  0.41
C 0.394 0.588 -0.227  0.27
H -2.679 -2.164 -1.187  0.33
H -2.170 -0.053 2.034  0.35
H 3.234 1.268 2.255  0.32
H 5.315 -1.665 1.124  0.62
C 4.615 -1.297 0.555  -0.72
H 1.612 4.284 -0.625  0.53
H -2.348 -1.928 1.558  0.73
H 4.594 1.784 1.413  0.28
C 3.949 -0.216 0.769  0.23
H -5.066 -1.616 -1.434  0.45
C 1.201 3.380 -0.486  -1.46
C -0.550 1.615 -0.326  0.00
H 3.267 2.198 -0.595  0.26
C 1.670 -1.764 -1.897  -1.86
H 0.834 -2.120 -1.639  0.52
C -0.055 2.852 -0.436  -0.23
H -4.382 -1.343 2.454  0.29
C -4.192 -0.717 1.280  -0.97
O -4.885 -1.581 0.677  -0.26
H 1.341 -0.785 -2.364  0.41
C 2.726 -1.531 -0.968  0.50
H -4.514 0.113 1.585  0.70

Output
Molar mass, Da: 320.41
LUMO level, hartree: 0.0192
Energy above the lowest of the compared OMol25 structures with the same formula, charge and spin, eV: 17.1862

=====

- Among the records above, which one has the lowest LUMO level?
  C9H11NOS2